[1]
79
Properties=species:S:1:pos:R:3:forces:R:3:lowdin_spin:R:1 method="wB97M-V/def2-TZVPD" homo_energy_ev="-10.38 / -10.35" orbital_gap_ha="0.3348 / 0.2417" lumo_energy_ha="-0.047 / -0.139" s_squared=0.752 relative_energy_kcal_mol=170.3 charge=0 multiplicity=2
Cu -0.7815 0.0619 -0.3150 -0.18 0.40 -0.23 0.85
N -1.4252 0.4368 1.6348 -3.26 1.63 -0.52 0.03
S -0.8818 0.4203 3.0605 6.82 -2.84 5.34 0.00
O -1.5780 -0.4730 3.9980 0.98 2.27 -1.65 0.01
O -0.1861 1.6265 3.5207 -2.02 -1.55 -0.43 0.00
F 0.4192 -0.4451 2.6601 -0.11 -0.49 0.12 0.00
S -2.7871 1.3661 2.1454 -5.08 3.29 -4.24 0.00
O -2.5681 2.7748 2.4549 0.65 -2.75 0.78 0.00
O -3.8335 0.6144 2.8031 2.09 0.75 -0.70 0.00
F -3.3206 1.6032 0.6370 0.33 -1.13 0.89 0.00
N -0.5796 0.0512 -2.3625 3.25 -1.80 -1.17 0.03
S 0.5375 -0.5737 -3.6090 7.11 -2.29 1.56 0.00
O 1.3223 0.4368 -4.2860 -2.30 -0.87 -0.01 0.00
O 0.2529 -1.8705 -4.2083 -0.08 2.67 1.33 0.00
F 1.6905 -0.8757 -2.4792 -1.27 -0.69 -0.09 0.00
S -1.5011 0.3778 -3.5258 -11.09 5.04 -3.81 0.00
O -2.2937 -0.7265 -4.1415 2.70 2.01 1.44 0.00
O -1.2521 1.5759 -4.3568 1.25 -3.14 0.95 0.01
F -2.6684 1.1182 -2.6623 0.33 -0.97 0.83 0.00
O 3.1263 2.3785 -0.0668 -0.13 -2.14 0.39 0.00
S 2.8291 1.0016 0.3103 0.12 -0.34 0.30 0.00
O 1.4176 0.5678 0.2552 2.58 0.19 -0.39 0.00
O 3.7982 -0.0998 -0.5494 -3.33 1.39 1.85 0.00
C 5.1992 0.0977 -0.6548 0.10 0.38 -1.90 0.00
C 5.4613 0.0036 -2.1523 0.59 0.00 -0.62 0.00
C 3.4147 0.7000 2.0384 -0.21 -0.27 -0.54 0.00
H 5.7078 -0.6788 -0.0834 0.07 0.36 0.25 0.00
H 5.4712 1.1386 -0.4800 0.12 -0.18 1.07 0.00
H 5.1176 0.9251 -2.6220 0.05 0.05 0.03 0.00
H 4.9803 -0.7937 -2.7188 -0.16 -0.29 0.57 0.00
H 6.5323 -0.0895 -2.3323 0.11 0.11 -0.01 0.00
H 3.3303 -0.3444 2.3388 -0.32 -0.13 -0.56 0.00
H 2.7698 1.2500 2.7237 0.11 0.35 -0.26 0.00
H 4.4743 0.9376 2.1325 -0.18 0.48 -0.22 0.00
O 0.0616 -2.0078 -0.0696 -0.27 -0.76 -0.19 0.01
S 0.2290 -3.4405 -0.2971 -0.01 -1.30 -0.99 0.00
O -0.4193 -4.0977 -1.4941 2.70 2.09 4.09 0.00
O 1.9032 -3.6688 -0.2691 -2.18 -0.32 -1.07 0.00
C 2.6876 -3.1870 0.8130 0.31 1.07 1.99 0.00
C 4.1307 -3.5728 0.6520 0.40 -0.39 -1.05 0.00
C -0.2027 -4.3151 1.2947 -0.20 -0.18 -1.19 0.00
H 2.3586 -3.5458 1.7882 -0.46 -0.55 -0.14 0.00
H 2.6823 -2.1069 0.9592 -0.66 0.23 -0.70 0.00
H 4.1454 -4.5803 0.2362 0.39 0.01 -0.10 0.00
H 4.7495 -3.5661 1.5493 -0.57 -0.01 0.36 0.00
H 4.6264 -2.8677 -0.0152 -0.04 -0.27 -0.38 0.00
H -1.2866 -4.4047 1.3671 -0.03 0.65 -0.09 0.00
H 0.2530 -3.8069 2.1445 -0.18 0.14 -0.28 0.00
H 0.1171 -5.3551 1.2301 0.48 0.17 -0.24 0.00
O -2.2265 4.4233 0.1244 2.63 -1.26 -0.82 0.00
S -0.9139 3.7994 -0.1050 -0.52 0.29 0.04 0.00
O -0.8126 2.3421 -0.4169 -0.07 2.82 -0.14 0.01
O -0.1075 4.6722 -1.3277 -0.08 -3.05 1.75 0.00
C -0.2757 6.0778 -1.4259 -2.50 0.34 0.77 0.00
C -0.0456 6.4770 -2.8501 1.61 0.58 -0.50 0.00
C 0.1401 4.0921 1.3803 -0.27 -0.07 -1.58 0.00
H 0.2116 6.6256 -0.6193 0.84 -0.06 -0.31 0.00
H -1.3276 6.2324 -1.1860 -0.27 0.26 -0.16 0.00
H 0.9967 6.7377 -3.0340 0.37 -0.37 0.15 0.00
H -0.5101 7.4201 -3.1378 -0.72 -0.33 0.15 0.00
H -0.2521 5.6444 -3.5226 -0.46 0.23 0.04 0.00
H 0.3938 5.1483 1.2898 -0.28 0.04 0.53 0.00
H 1.0678 3.5282 1.2829 -0.22 -0.17 -0.16 0.00
H -0.4569 3.7670 2.2323 0.07 0.32 -0.07 0.00
O -5.0761 -0.9769 0.2683 2.71 -1.65 -0.62 0.00
S -3.9502 -1.8145 -0.2096 -6.16 0.05 0.22 0.00
O -2.7380 -1.1671 -0.5566 2.18 0.51 0.14 0.01
O -3.7637 -3.0663 0.8546 0.45 0.57 -2.68 0.00
C -3.5727 -2.7649 2.2218 -1.25 0.82 1.97 0.00
C -4.9225 -2.5989 2.9459 -0.11 0.38 0.19 0.00
C -4.5613 -2.7004 -1.7680 2.34 -0.62 2.12 0.00
H -2.9498 -1.8808 2.3583 0.03 -0.01 -0.06 0.00
H -3.1002 -3.6071 2.7272 0.37 -0.16 -0.60 0.00
H -5.5489 -3.4861 2.8528 0.12 -0.11 -0.20 0.00
H -5.5087 -1.7331 2.6375 0.24 -0.07 -0.39 0.00
H -4.7774 -2.4403 4.0145 0.38 -0.13 0.07 0.00
H -3.6701 -3.3040 -1.9398 0.11 -0.09 -0.54 0.00
H -4.6500 -1.9845 -2.5851 -0.42 0.07 0.44 0.00
H -5.3228 -3.4337 -1.5025 -0.45 0.76 -0.13 0.00

=====

[2]
57
Properties=species:S:1:pos:R:3:forces:R:3:mulliken_charge:R:1 method="wB97M-V/def2-TZVPD" homo_energy_ev=-8.94 orbital_gap_ha=0.3434 lumo_energy_ha=0.015 smiles="CCOP(=O)(OCC)OCC.CCOP(=O)(OCC)OCC.FPS" charge=0
C -0.3347 0.6909 1.8829 0.06 -0.39 0.04 -0.84
C -1.1009 1.0443 3.1430 0.20 0.17 -0.16 -0.41
O -2.0596 0.0345 3.4831 0.57 -0.31 -0.10 -0.35
P -1.5529 -1.3052 4.2210 -6.38 1.32 -0.25 1.06
O -1.1094 -0.9079 5.5699 2.93 -1.03 -0.59 -0.78
O -2.9986 -2.0016 4.5253 0.42 -0.34 -0.07 -0.34
C -3.3210 -2.4995 5.8235 -0.25 0.13 0.18 -0.30
C -4.2202 -1.5283 6.5578 -0.09 0.14 -0.03 -1.25
O -1.3764 -2.1742 2.8612 2.69 0.08 1.05 -0.22
C -0.6000 -3.3953 2.9162 -0.05 -0.36 -0.07 -0.26
C -1.3668 -4.5301 3.5673 -0.10 0.09 0.21 -1.04
H 0.3064 -0.1789 2.0467 0.02 0.03 0.00 0.32
H 0.2933 1.5190 1.5687 0.07 -0.03 0.05 0.31
H -1.0210 0.4394 1.0734 -0.03 0.08 0.00 0.28
H -0.4168 1.2072 3.9803 -0.06 -0.01 0.04 0.32
H -1.6605 1.9656 2.9906 -0.11 -0.06 0.06 0.25
H -2.4200 -2.7116 6.3994 0.05 0.13 -0.02 0.39
H -3.8434 -3.4485 5.6788 0.01 0.02 -0.13 0.37
H -3.7600 -0.5427 6.6266 0.13 -0.06 0.05 0.30
H -4.4363 -1.8861 7.5659 0.00 -0.01 -0.01 0.37
H -5.1625 -1.4066 6.0214 -0.01 -0.06 0.01 0.29
H 0.3406 -3.2117 3.4403 0.02 0.01 -0.04 0.33
H -0.3583 -3.6524 1.8861 -0.06 0.17 -0.05 0.28
H -1.4739 -4.3687 4.6413 0.01 -0.02 -0.01 0.22
H -0.8430 -5.4756 3.4232 0.04 0.03 -0.05 0.43
H -2.3691 -4.6083 3.1478 0.03 -0.01 -0.08 0.26
C 0.6653 -1.7561 -1.9875 -0.03 0.02 -0.15 -0.94
C 1.1967 -0.3937 -1.5782 -0.20 -0.21 0.18 -0.19
O 2.0642 0.1599 -2.5711 -0.53 -0.20 -0.30 -0.39
P 1.4172 0.8605 -3.8720 6.33 0.87 1.29 1.17
O 0.7425 2.0848 -3.4031 -2.79 -1.07 -1.04 -0.78
O 2.7770 1.4549 -4.5514 -0.41 -0.12 -0.35 -0.32
C 2.8547 2.8144 -4.9810 0.22 0.23 0.14 -0.31
C 3.6146 3.6486 -3.9720 0.10 -0.03 0.14 -1.16
O 1.4786 -0.4637 -4.8069 -2.84 0.54 0.16 -0.29
C 0.6925 -0.4889 -6.0234 0.05 -0.04 -0.38 -0.34
C 1.3192 0.3443 -7.1245 0.06 0.22 0.11 -1.00
H -0.0047 -1.6756 -2.8456 -0.04 -0.02 0.04 0.22
H 0.1124 -2.2139 -1.1657 0.00 0.04 0.02 0.30
H 1.4838 -2.4149 -2.2778 0.03 0.00 0.06 0.27
H 0.3745 0.2984 -1.3738 0.05 0.05 0.00 0.27
H 1.7843 -0.4885 -0.6656 0.11 0.11 -0.07 0.28
H 1.8624 3.2277 -5.1629 -0.05 -0.04 0.13 0.38
H 3.3857 2.8155 -5.9360 0.01 -0.13 0.01 0.37
H 3.1584 3.5824 -2.9841 -0.14 0.04 -0.06 0.23
H 3.6413 4.6962 -4.2767 0.00 -0.01 -0.01 0.37
H 4.6395 3.2864 -3.8780 0.01 0.02 -0.06 0.29
H -0.3248 -0.1516 -5.8128 -0.01 -0.04 0.01 0.32
H 0.6366 -1.5316 -6.3313 0.07 -0.05 0.17 0.34
H 1.2340 1.4109 -6.9095 0.00 -0.01 -0.02 0.23
H 0.8205 0.1554 -8.0756 -0.03 -0.06 0.03 0.41
H 2.3796 0.1157 -7.2245 -0.02 -0.08 -0.01 0.26
F 2.2973 3.8754 1.2515 -0.28 0.29 0.65 -0.24
P 1.3146 4.8544 0.4523 0.08 0.32 -1.73 0.26
S -0.5363 3.8972 0.9179 -0.24 -0.25 0.29 -0.21
H 1.2478 6.0602 1.2150 -0.07 -0.47 0.67 0.05
H -1.4641 4.8678 0.9129 0.43 0.35 0.01 0.14

=====

[3]
61
Properties=species:S:1:pos:R:3:forces:R:3:mulliken_charge:R:1 method="wB97M-V/def2-TZVPD" homo_energy_ev=-13.14 orbital_gap_ha=0.3984 lumo_energy_ha=-0.084 relative_energy_kcal_mol=46.1 charge=+1
K -0.2128 0.7192 1.1033 -0.21 -0.28 0.09 0.83
O 3.5252 -0.4344 -0.0092 -1.90 -1.71 -0.12 -0.72
S 2.6216 -1.5809 -0.1837 3.19 -0.82 -0.30 1.12
O 1.2219 -1.4940 0.1211 0.51 -0.02 -0.29 -0.35
O 2.7968 -2.1309 -1.7285 -0.76 0.44 1.58 -0.17
C 4.1217 -2.1951 -2.2890 0.57 0.55 -1.59 -0.38
C 3.9489 -2.1962 -3.8450 0.73 0.64 1.05 -1.21
C 3.3657 -3.0451 0.7015 -0.12 0.94 0.19 -1.06
H 4.7694 -3.0081 -1.9610 -0.80 -0.65 0.32 0.36
H 4.7016 -1.3163 -2.0069 -0.32 0.27 0.00 0.39
H 4.8906 -2.5032 -4.2999 -0.05 -0.29 0.03 0.41
H 3.8581 -1.1493 -4.1346 -0.46 -0.05 -0.21 0.29
H 3.1291 -2.7980 -4.2375 0.08 -0.02 0.29 0.30
H 4.4389 -2.8740 0.7856 -0.05 0.11 -0.33 0.42
H 3.1676 -4.0032 0.2210 -0.24 0.35 -0.25 0.34
H 2.9935 -3.0717 1.7256 -0.25 0.19 -0.16 0.27
O -2.5548 1.6103 2.4897 0.89 1.80 0.96 -0.53
S -2.2715 2.8144 3.2720 -0.34 1.05 1.16 1.06
O -2.3279 2.7939 4.7460 -0.31 0.08 -3.22 -0.59
O -0.7700 3.3142 2.8864 -1.87 -2.98 -1.38 -0.12
C -0.2976 4.4857 3.4364 1.27 1.03 0.61 -0.35
C 1.2117 4.4066 3.2830 -0.16 1.37 -0.44 -1.34
C -3.1686 4.2839 2.5062 -0.77 -1.23 0.91 -0.98
H -0.6553 4.5855 4.4612 0.30 -0.09 0.16 0.46
H -0.6429 5.3571 2.8800 -0.15 0.03 -0.11 0.32
H 1.6769 3.4362 3.4559 -0.16 0.27 0.80 0.32
H 1.5491 5.2791 3.8426 0.79 -0.52 0.49 0.39
H 1.5006 4.6759 2.2670 -0.25 -0.14 -0.28 0.33
H -4.1931 4.2355 2.8752 0.00 -0.16 0.16 0.39
H -3.2462 4.1661 1.4253 0.54 -0.12 0.12 0.30
H -2.7790 5.2492 2.8294 0.35 -0.38 -0.04 0.38
O 0.5467 0.6506 -1.5337 0.21 0.71 0.60 -0.63
S -0.4199 -0.0338 -2.3255 -2.01 -1.14 -1.67 1.16
O -1.0968 -1.2177 -1.8046 0.73 2.32 -0.71 -0.50
O -1.5528 1.0290 -2.8847 0.13 0.04 1.04 -0.30
C -1.2779 2.4681 -3.0613 1.26 0.46 -0.53 -0.09
C -1.8789 3.0525 -4.3253 -0.62 -1.09 0.41 -1.21
C 0.2515 -0.3666 -3.9186 0.74 0.44 -0.61 -0.74
H -0.2042 2.6402 -3.1354 0.16 -0.36 0.51 0.32
H -1.6987 3.1302 -2.3045 0.21 -0.88 0.89 0.26
H -2.9238 3.1819 -4.0433 -0.22 0.11 -0.94 0.31
H -1.7415 2.3645 -5.1595 -0.22 0.22 -0.15 0.33
H -1.4271 4.0204 -4.5425 -0.01 -0.09 0.08 0.37
H -0.5234 -0.7406 -4.5878 0.10 -0.27 0.31 0.38
H 1.1808 -0.9362 -3.9227 -0.39 -0.53 0.43 0.01
H 0.5791 0.5936 -4.3169 -0.23 0.26 0.10 0.34
O -4.1152 -2.3458 2.6086 2.89 -0.03 -0.61 -0.59
S -2.8879 -2.4819 1.8253 -1.20 -1.09 -2.57 0.95
O -1.9850 -1.3838 1.4416 -0.95 -1.02 1.56 -0.24
O -1.9889 -3.7701 2.3683 -2.11 1.78 0.46 -0.40
C -0.6523 -3.8378 1.9535 1.36 -0.08 -0.73 -0.10
C 0.3424 -3.1825 2.8998 0.61 0.10 0.72 -0.99
C -3.3813 -3.1974 0.1604 -0.10 0.85 1.70 -0.80
H -0.5309 -3.4608 0.9380 -0.07 0.52 0.00 0.06
H -0.4368 -4.8942 1.7934 -0.10 -0.17 0.62 0.48
H 0.6550 -2.1670 2.6567 -0.19 -0.05 -0.52 0.14
H 1.2464 -3.7860 2.9811 0.10 -0.07 -0.31 0.30
H 0.0509 -3.0908 3.9461 -0.71 -0.36 -0.08 0.43
H -3.8886 -4.1467 0.3325 0.62 -0.18 -0.03 0.37
H -2.4557 -3.1592 -0.4139 -0.33 -0.39 -0.17 0.17
H -4.1547 -2.5444 -0.2440 0.34 0.33 -0.01 0.36

=====

[4]
63
Properties=species:S:1:pos:R:3:forces:R:3:lowdin_spin:R:1 method="wB97M-V/def2-TZVPD" homo_energy_ev="-4.14 / -4.74" orbital_gap_ha="0.2260 / 0.2478" lumo_energy_ha="0.074 / 0.074" s_squared=8.753 relative_energy_kcal_mol=0.0 charge=-1 multiplicity=6
Mn -0.7434 -0.6719 -0.0061 -1.34 -0.93 -1.50 4.66
N -0.9870 -3.7700 -0.3286 0.88 -1.32 0.18 0.01
O -0.6337 -2.7809 0.4155 0.08 0.49 0.43 0.04
O -2.0145 -3.7842 -0.9562 -0.62 0.54 -0.02 0.00
O -0.2213 -4.7567 -0.3243 0.19 0.28 0.02 0.01
N 0.0826 -1.1947 -3.1704 -1.34 -0.05 -0.45 0.01
O 0.9829 -0.7114 -3.9034 -0.33 -0.32 0.48 0.01
O -0.9547 -1.6841 -3.6405 1.38 0.51 0.39 0.00
O 0.2410 -1.1463 -1.8995 0.54 -0.10 -0.75 0.03
O -2.5790 -0.7969 -0.8213 0.40 0.94 0.44 0.10
H -3.2343 -1.1569 -0.2262 -0.19 -0.34 -0.07 0.01
C 0.3568 -1.2189 3.1689 1.13 0.75 -0.12 0.00
C -0.2369 0.1645 2.9147 -0.18 -0.51 0.30 0.01
N -1.3999 0.1876 2.0016 -0.21 1.07 0.69 0.03
C -2.5265 -0.6617 2.4472 0.57 -1.28 0.97 0.00
C -2.9329 -0.5088 3.9314 0.45 0.93 -1.07 0.00
C -1.8254 1.6000 1.9706 -0.10 0.27 -0.48 0.00
C -3.0058 1.9338 1.0717 -0.01 0.86 0.26 0.00
H 0.7121 -1.6157 2.2181 -0.27 -0.37 0.06 0.00
H -0.1791 -1.9741 3.7378 -0.46 0.20 -0.17 0.00
H 1.2746 -0.9932 3.7247 0.01 -0.26 0.11 0.00
H -0.4489 0.7013 3.8499 -0.32 -0.25 0.15 0.00
H 0.5523 0.7704 2.4682 -0.07 -0.10 -0.32 0.00
H -2.1575 -1.6867 2.3535 -0.23 -0.06 -0.37 0.00
H -3.3850 -0.5575 1.7940 0.18 0.21 -0.21 0.00
H -3.8533 -1.0509 4.1277 0.09 -0.14 0.14 0.00
H -3.0976 0.5581 4.0997 -0.20 -0.10 0.44 0.00
H -2.0944 -0.8347 4.5436 -0.29 -0.12 0.32 0.00
H -2.0647 1.9689 2.9776 0.00 -0.24 0.14 0.00
H -0.9658 2.2095 1.6783 0.08 -0.22 -0.21 0.00
H -3.9528 1.5726 1.4734 0.04 -0.26 -0.14 0.00
H -3.0816 3.0276 1.1355 -0.11 0.02 -0.13 0.00
H -2.8933 1.6716 0.0231 0.06 -0.44 0.11 0.00
O 1.4217 -0.1439 0.2974 0.44 0.70 0.30 0.03
S 2.8348 -0.1711 0.0034 0.27 -1.48 -0.84 0.01
O 3.6591 0.9944 0.2019 -0.69 -0.88 0.15 0.00
O 3.4087 -1.3426 0.9690 -0.07 1.07 -0.47 0.00
C 3.0705 -2.7113 0.6343 0.90 -0.86 0.09 0.00
C 3.4202 -3.5146 1.8799 -0.94 0.14 0.81 0.00
C 3.1078 -0.9108 -1.6621 0.38 1.38 1.57 0.00
H 3.7261 -2.9857 -0.1929 -0.08 -0.14 -0.07 0.00
H 2.0350 -2.8669 0.3239 -0.15 0.30 0.20 0.00
H 2.6727 -3.2587 2.6378 0.13 0.17 0.09 0.00
H 4.3932 -3.2798 2.3086 0.12 0.13 -0.31 0.00
H 3.3173 -4.5982 1.8239 0.10 0.04 -0.71 0.00
H 4.1712 -1.1377 -1.6063 -0.02 -0.38 -0.24 0.00
H 2.9457 -0.1065 -2.3750 -0.35 -0.13 -0.03 0.00
H 2.4051 -1.7271 -1.7731 0.09 0.01 -0.18 0.00
O -0.5619 1.4739 -0.8594 0.41 1.79 -0.74 0.03
S 0.1369 2.4153 -1.7088 -0.39 -1.15 -1.24 0.01
O 1.5253 2.1826 -2.0099 -0.66 0.45 0.25 0.00
O -0.7165 2.4727 -3.0858 -0.10 -0.16 1.49 0.00
C -0.1814 3.2410 -4.2014 1.07 -1.39 0.93 0.00
C 0.2091 2.1939 -5.2465 0.30 0.80 -0.38 0.00
C -0.0866 4.1063 -1.1547 0.24 0.03 -0.20 0.00
H 0.6726 3.7719 -3.7709 0.20 0.15 -0.63 0.00
H -0.9305 3.9742 -4.4939 -0.17 -0.25 -0.19 0.00
H 1.0042 1.4945 -4.9850 -0.03 0.32 0.77 0.00
H 0.6003 2.7434 -6.1092 -0.44 -0.20 -0.34 0.00
H -0.6353 1.5425 -5.4641 -0.16 0.30 -0.31 0.00
H -0.2819 4.0928 -0.0864 -0.05 0.11 -0.03 0.00
H -0.8794 4.5636 -1.7409 -0.39 -0.26 0.32 0.00
H 0.8032 4.6820 -1.4040 0.23 -0.27 0.28 0.00